ORCA calculation (wB97M-V/def2-TZVPD) on 2 unconnected molecules or ions with the total composition CH4N2O3S.

Last column: natural (NBO) charge in e.
Atoms and positions in Å:
C -1.848 0.467 0.151  0.8764
N -2.524 -0.484 -0.097  -0.7537
N 2.671 -0.047 0.383  -1.0956
O -0.002 -0.843 0.361  -0.9711
O 1.061 0.944 -1.072  -0.8940
O -1.482 1.559 0.234  -0.5520
S 1.268 0.399 0.432  1.5968
H 0.293 1.276 -1.382  0.5022
H -2.476 -1.385 0.229  0.4041
H 3.067 -0.499 -0.492  0.3900
H -0.027 -1.388 1.251  0.4969

Results
Calculated total energy (hartree): -773.84279
LUMO level (hartree): 0.0144
2S+1: 1
Strongest force on any atom (eV Å⁻¹): 4.84
Frontier orbital gap (eV): 10.63
ΔE to the lowest compared entry with this formula, charge and spin (kcal/mol): 52.12

ORCA calculation (wB97M-V/def2-TZVPD) on a molecular structure, C24H53InN6O6.

Last column: Mulliken charge in e.
Atoms and positions in Å:
In 0.917 0.229 1.052  1.1862
C 0.492 -1.090 -3.730  -1.7178
C 0.211 0.393 -3.455  1.9594
C 0.081 1.151 -4.798  -1.4507
C -1.162 0.776 -5.652  -0.7990
C -2.399 0.906 -4.738  -1.3103
C -2.386 0.300 -3.343  1.2632
N -1.116 0.529 -2.689  0.4733
O -1.016 0.248 -1.418  0.2030
C -2.750 -1.234 -3.434  -1.2053
C -3.525 1.031 -2.633  -1.4382
C 1.428 1.019 -2.730  -1.4748
H -0.082 -1.654 -4.463  0.3122
H 0.410 -1.721 -2.840  0.4311
H 1.552 -1.295 -3.889  0.5081
H 1.022 1.061 -5.342  0.4997
H 0.067 2.237 -4.689  0.5136
H -1.077 -0.218 -6.093  0.3437
H -1.211 1.467 -6.493  0.4612
H -3.288 0.516 -5.232  0.4858
H -2.540 1.983 -4.633  0.4533
H -3.764 -1.350 -3.817  0.4999
H -2.900 -1.720 -2.467  0.1666
H -2.103 -1.963 -3.919  0.2894
H -3.711 0.656 -1.627  -0.0243
H -4.499 0.986 -3.119  0.4812
H -3.281 2.087 -2.520  0.4608
H 1.299 0.827 -1.666  -0.4866
H 1.323 2.108 -2.746  0.5316
H 2.367 0.945 -3.272  0.4956
C -3.793 -1.209 0.569  -0.2973
C -2.613 -1.739 1.365  0.6047
O -1.556 -1.122 1.523  -0.5700
N -2.831 -3.000 1.808  -0.1905
C -1.697 -3.767 2.356  -0.8454
H -4.533 -0.656 1.149  0.3952
H -4.337 -2.034 0.110  0.4941
H -3.512 -0.539 -0.240  -0.8174
H -3.772 -3.347 1.906  0.2316
H -0.824 -3.123 2.449  0.2072
H -1.413 -4.530 1.630  0.3452
H -1.747 -4.257 3.328  0.3382
C 4.673 -2.152 -1.909  -0.9279
C 3.952 -1.919 -0.627  0.5037
O 2.897 -1.288 -0.602  -0.3578
N 4.543 -2.350 0.497  -0.1776
C 5.861 -3.082 0.681  -1.1015
H 4.193 -2.751 -2.681  0.2632
H 5.647 -2.586 -1.686  0.4463
H 4.936 -1.183 -2.334  0.0743
H 4.066 -2.199 1.372  0.2968
H 5.812 -3.443 1.707  0.3485
H 6.721 -2.452 0.465  0.3058
H 5.866 -3.950 0.024  0.4085
C -0.100 0.252 6.237  -1.4803
C -0.558 0.021 4.808  0.5852
O 0.249 0.185 3.918  -0.4693
N -1.827 -0.313 4.615  0.3022
C -2.850 -0.578 5.629  -1.0339
H -0.869 0.897 6.663  0.4476
H 0.825 0.825 6.251  0.3483
H 0.114 -0.697 6.728  0.3303
H -2.012 -0.585 3.659  -0.1006
H -2.449 -0.753 6.626  0.4049
H -3.482 -1.429 5.377  0.2972
H -3.602 0.199 5.788  0.2775
C -3.396 2.554 1.257  -0.9245
C -2.397 2.325 2.434  0.5309
O -1.277 1.882 2.217  -0.5635
N -2.685 2.586 3.709  -0.0605
C -3.956 3.165 4.204  -1.1788
H -3.819 1.613 0.906  0.0375
H -3.021 3.111 0.401  0.2700
H -4.234 3.101 1.689  0.4835
H -1.918 2.381 4.330  0.2316
H -4.038 4.199 3.866  0.3984
H -4.021 3.165 5.290  0.3548
H -4.825 2.695 3.745  0.3612
C 5.495 1.091 1.209  -1.1461
C 4.583 1.491 0.034  0.6011
O 3.365 1.497 0.096  -0.4772
N 5.388 1.849 -1.014  -0.1215
C 4.893 2.054 -2.385  -0.8029
H 6.477 0.747 0.882  0.3703
H 5.176 0.144 1.650  0.2053
H 5.552 1.789 2.041  0.3093
H 6.378 1.679 -0.953  0.2542
H 4.690 1.107 -2.890  0.2266
H 5.365 2.747 -3.080  0.4277
H 3.885 2.474 -2.403  0.2135

Results
Calculated total energy (hartree): -1915.80625
LUMO level (hartree): -0.3259
2S+1: 1
Strongest force on any atom (eV Å⁻¹): 8.17
Frontier orbital gap (eV): 4.46
Total charge: +2

no.,HOMO (eV)
1,-10.23
2,-13.33